The following is a quantum chemistry calculation of a structure of composition C8H10N2O2Os in a non-equilibrium geometry, from the Open Molecules 2025 dataset.

```
23
Properties=species:S:1:pos:R:3:forces:R:3:lowdin_spin:R:1
C -0.070526 1.869386 0.670172 -0.3031 0.4941 -0.4809 0.15
C 1.048302 1.567057 -0.132829 0.3694 -0.0751 0.3153 0.06
C 1.904252 0.670221 0.576689 0.3404 2.1461 0.8533 0.05
C 1.339763 0.455914 1.906620 0.7894 1.3092 0.2447 0.02
C 0.061867 1.181978 1.905339 0.3432 0.0092 0.4917 0.01
Os 0.113018 -0.685106 0.741568 -1.1171 0.5847 -0.6187 1.44
C -0.402695 -0.109211 -2.503001 2.5910 -0.5634 0.2869 0.58
C -1.705759 0.044700 -2.673426 -1.2520 1.4175 -0.7552 0.69
C -2.919827 -0.028846 -2.168624 -1.3812 -0.6028 0.6178 0.49
N -0.828605 -1.381282 2.042483 -1.4316 -1.1079 0.2219 0.13
H 2.895353 0.343553 0.257256 -0.6304 -0.1105 0.0491 0.00
H 1.254645 1.994853 -1.114324 -0.1655 -0.3850 0.3083 0.00
H 1.810531 -0.044581 2.752536 -0.1170 0.2656 -0.3073 0.00
H -0.633123 1.263808 2.752203 0.5276 -0.1752 -0.5385 0.00
H -0.930556 2.479247 0.377934 0.4651 -0.2877 0.1321 0.01
H 0.258276 0.752907 -2.670128 0.0172 -0.8208 -0.7636 0.04
H -1.809214 -1.353380 1.707783 -0.3602 0.2511 0.3778 0.04
H 0.049916 -1.069391 -2.176634 -0.1990 0.8017 0.4605 0.06
H -3.794177 0.451610 -2.625235 0.4338 0.1737 0.4390 0.05
H -3.063708 -0.530284 -1.197286 -0.3136 -0.5091 -0.5587 0.06
O 2.355019 -3.531882 0.805850 -1.4543 2.3900 -0.6627 0.02
N 1.598704 -2.597324 0.921743 2.0669 -2.9276 0.3453 0.02
O 1.468544 -1.743947 -0.156690 0.7812 -2.2778 -0.4582 0.08
```
Forces are in eV/Å.

## Properties
total charge	0
⟨S²⟩	6.029
E_HOMO (alpha / beta)	-6.684 / -8.486	eV
energy above the lowest of the compared OMol25 structures with the same formula, charge and spin	18.3	kcal per mole
calculated total energy	-17987.8077	eV
strongest force on any atom	3.60	eV/Å
2S+1	5
HOMO-LUMO gap (alpha / beta)	6.54 / 6.73	eV